C33H33Br4N3O2OsP | the ωB97M-V functional and the def2-TZVPD basis

The geometry in ORCA input format:
```
! wB97M-V def2-TZVPD RIJCOSX def2/J DEFGRID3
* xyz 1 5
Os -0.683 -0.470 -0.056
C -4.503 1.262 1.212
C -3.508 0.364 0.659
N -2.236 0.472 0.914
C -1.818 1.289 1.930
C -2.749 2.150 2.625
C -4.094 2.209 2.135
C -2.200 3.146 3.471
C -0.945 2.979 3.986
C -0.113 1.980 3.426
C -0.541 1.106 2.435
N 0.269 0.213 1.724
C 1.348 -0.456 2.299
C 1.270 -1.020 3.556
C 2.249 -1.869 4.073
C 3.346 -2.148 3.240
C 3.555 -1.432 2.033
C 4.729 -1.560 1.294
C 4.890 -0.798 0.154
C 3.790 -0.002 -0.277
N 2.677 0.062 0.407
C 2.565 -0.572 1.561
H -5.551 1.070 1.101
H -3.806 -0.423 -0.053
H -4.770 3.042 2.457
H -2.932 3.966 3.672
H -0.532 3.641 4.816
H 0.912 2.079 3.748
H 0.325 -0.844 4.052
H 2.107 -2.296 5.015
H 4.010 -2.895 3.582
H 5.358 -2.429 1.473
H 5.781 -0.785 -0.459
H 3.875 0.505 -1.219
Br 1.859 -6.813 0.775
C 0.683 -5.317 0.945
C -0.151 -5.181 2.084
Br -0.556 -6.740 3.121
C -0.733 -3.985 2.355
Br -2.066 -3.647 3.611
C -0.575 -2.894 1.414
O -1.441 -1.992 1.328
C 0.392 -3.092 0.338
O 0.626 -1.977 -0.339
C 0.977 -4.278 0.095
Br 1.756 -4.400 -1.575
C -1.983 2.893 -1.295
C -1.715 1.880 -2.416
C -3.068 1.297 -2.886
P -0.392 0.654 -1.929
C 0.088 -0.402 -3.471
C -0.338 0.169 -4.800
C -0.391 -1.867 -3.353
C 1.105 1.763 -1.971
C 1.364 2.642 -3.289
C 1.283 2.642 -0.778
H -1.220 3.699 -1.255
H -1.916 2.333 -0.346
H -2.957 3.359 -1.345
H -1.398 2.497 -3.284
H -3.169 1.203 -3.986
H -3.949 1.828 -2.622
H -3.171 0.216 -2.654
H 1.207 -0.503 -3.453
H 0.576 0.156 -5.549
H -0.530 1.267 -4.750
H -1.193 -0.324 -5.313
H 0.043 -2.422 -2.600
H -0.125 -2.377 -4.323
H -1.446 -2.009 -3.304
H 1.846 0.958 -1.962
H 1.488 2.056 -4.263
H 2.313 3.145 -3.108
H 0.678 3.425 -3.513
H 2.028 3.386 -0.990
H 1.652 2.040 0.018
H 0.446 3.179 -0.346
*
```

## Properties
total energy = -335238.7031 eV
HOMO level (spin up / spin down) = -10.08 / -10.36 eV
Kohn-Sham gap (spin up / spin down) = 6.698 / 5.237 eV
E_LUMO (spin up / spin down) = -3.38 / -5.12 eV

Löwdin atomic charge list, values in e, 8 entries: number 1, Os, carries 1.3896; number 2, C, carries -0.0021; number 3, C, carries -0.0889; number 4, N, carries -0.1251; number 5, C, carries -0.1695; number 6, C, carries -0.1246; number 7, C, carries 0.0201; number 8, C, carries -0.0300

C2H4N2O2 | the ωB97M-V functional and the def2-TZVPD basis

The geometry in ORCA input format:
```
! wB97M-V def2-TZVPD RIJCOSX def2/J DEFGRID3
* xyz 0 1
N 1.922 0.241 -0.109
C 0.767 -0.459 0.166
O 0.727 -1.673 0.241
N -0.306 0.368 0.499
C -1.541 0.366 0.240
O -2.283 -0.117 -0.768
H 2.770 -0.262 0.117
H 1.928 1.217 0.147
H -1.782 -0.552 -1.478
H -2.202 0.871 0.945
*
```

## Properties
total energy = -9214.1071 eV
HOMO level = -9.94 eV
Kohn-Sham gap = 10.591 eV
E_LUMO = 0.65 eV
SMILES = NC(=O)/N=C\O

natural (NBO) atomic charge list, values in e, 8 entries: number 1, N, carries -0.8292; number 2, C, carries 0.7569; number 3, O, carries -0.6190; number 4, N, carries -0.5937; number 5, C, carries 0.4981; number 6, O, carries -0.6607; number 7, H, carries 0.3979; number 8, H, carries 0.3918

C16H54O10SSi2 | the ωB97M-V functional and the def2-TZVPD basis

The geometry in ORCA input format:
```
! wB97M-V def2-TZVPD RIJCOSX def2/J DEFGRID3
* xyz 0 1
O 0.906 3.339 0.643
Si 1.309 3.210 -1.070
O 3.033 3.121 -1.414
Si 3.947 4.365 -0.575
S 2.783 6.035 0.145
H 1.526 2.731 1.181
H 0.658 4.260 -1.895
H 0.741 1.911 -1.516
H 4.899 4.924 -1.569
H 4.706 3.664 0.492
H 1.862 6.433 -0.870
C -1.566 1.150 3.063
C -0.442 0.282 2.536
O -0.461 0.272 1.117
H -2.535 0.779 2.713
H -1.568 1.164 4.157
H -1.467 2.177 2.697
H -0.557 -0.748 2.886
H 0.531 0.654 2.872
H -0.350 1.191 0.816
C 2.812 10.439 2.166
C 1.629 9.534 2.443
O 1.125 9.007 1.225
H 2.521 11.261 1.504
H 3.209 10.857 3.095
H 3.610 9.887 1.657
H 0.825 10.094 2.931
H 1.915 8.703 3.094
H 1.844 8.505 0.803
C -1.784 -3.476 -0.294
C -2.939 -2.530 -0.037
O -3.130 -2.365 1.360
H -1.976 -4.450 0.167
H -1.627 -3.617 -1.367
H -0.861 -3.089 0.151
H -3.864 -2.930 -0.464
H -2.749 -1.549 -0.484
H -2.306 -2.001 1.728
C -1.823 -5.603 2.981
C -0.335 -5.338 3.081
O 0.367 -6.564 3.225
H -2.181 -6.127 3.873
H -2.380 -4.667 2.874
H -2.046 -6.245 2.123
H -0.115 -4.714 3.952
H 0.033 -4.825 2.187
H 0.171 -7.107 2.442
C -4.081 2.458 -2.217
C -2.593 2.723 -2.117
O -1.890 1.497 -1.973
H -4.439 1.933 -1.325
H -4.637 3.393 -2.324
H -4.303 1.815 -3.075
H -2.372 3.347 -1.246
H -2.225 3.235 -3.011
H -2.086 0.953 -2.756
C -1.356 3.278 -6.799
C -2.341 2.277 -6.234
O -2.955 2.806 -5.067
H -0.586 3.521 -6.059
H -0.870 2.884 -7.696
H -1.860 4.216 -7.054
H -1.830 1.349 -5.960
H -3.121 2.039 -6.963
H -3.413 3.625 -5.323
C 4.120 -4.673 1.918
C 3.893 -4.520 3.408
O 2.681 -3.819 3.644
H 4.164 -3.692 1.433
H 5.053 -5.208 1.718
H 3.293 -5.221 1.454
H 4.710 -3.954 3.863
H 3.835 -5.497 3.898
H 1.961 -4.335 3.243
C 0.453 -7.832 -1.997
C 0.605 -7.062 -0.702
O 0.471 -7.942 0.404
H -0.524 -8.326 -2.039
H 0.549 -7.167 -2.860
H 1.211 -8.618 -2.072
H -0.168 -6.292 -0.621
H 1.584 -6.576 -0.647
H 1.167 -8.617 0.328
*
```

## Properties
total energy = -64534.0903 eV
HOMO level = -9.88 eV
Kohn-Sham gap = 10.242 eV
E_LUMO = 0.37 eV

Löwdin atomic charge list, values in e, 8 entries: number 1, O, carries -0.3164; number 2, Si, carries 0.4695; number 3, O, carries -0.4991; number 4, Si, carries 0.2452; number 5, S, carries 0.3739; number 6, H, carries 0.0837; number 7, H, carries -0.0170; number 8, H, carries -0.0141

C2H9NS | the ωB97M-V functional and the def2-TZVPD basis

The geometry in ORCA input format:
```
! wB97M-V def2-TZVPD RIJCOSX def2/J DEFGRID3
* xyz 0 1
C 1.787 0.782 -0.372
S 2.404 -0.817 0.232
H 1.032 1.151 0.322
H 1.460 0.706 -1.403
H 2.564 1.531 -0.254
C -1.448 -0.142 -0.439
N -1.085 -0.498 0.975
H -2.535 -0.015 -0.470
H -1.144 -0.876 -1.181
H -1.074 0.858 -0.624
H -1.692 0.088 1.538
H -1.430 -1.426 1.208
H 1.159 -1.343 0.468
*
```

## Properties
total energy = -14544.6819 eV
HOMO level = -8.65 eV
Kohn-Sham gap = 9.579 eV
E_LUMO = 0.93 eV
SMILES = CN.CS

natural (NBO) atomic charge list, values in e, 8 entries: number 1, C, carries -0.7363; number 2, S, carries -0.0743; number 3, H, carries 0.2251; number 4, H, carries 0.2110; number 5, H, carries 0.2224; number 6, C, carries -0.4222; number 7, N, carries -0.8386; number 8, H, carries 0.1730

C20H12O2 | the ωB97M-V functional and the def2-TZVPD basis

The geometry in ORCA input format:
```
! wB97M-V def2-TZVPD RIJCOSX def2/J DEFGRID3
* xyz 0 1
O 4.735 -0.601 1.466
O 1.358 -3.484 2.420
C 3.543 -0.835 1.556
C 1.711 -2.319 2.257
C -1.543 -1.161 1.014
C -0.674 -1.689 1.939
C -3.671 1.631 -2.898
C 3.009 0.863 -0.191
C -4.217 0.718 -1.958
C 2.568 -0.071 0.805
C -2.355 2.002 -2.808
C 2.081 1.509 -1.039
C -3.375 0.185 -0.988
C 1.181 -0.327 0.910
C -0.161 1.806 -1.835
C -1.095 -0.108 0.032
C -1.502 1.475 -1.856
C 0.741 1.185 -0.958
C -1.983 0.526 -0.884
C 0.277 0.238 -0.014
C 3.140 -1.943 2.503
C 0.725 -1.163 2.112
H -2.527 -1.601 0.975
H -1.074 -2.515 2.524
H -4.327 2.030 -3.661
H 4.065 1.113 -0.251
H -5.252 0.435 -2.036
H -1.958 2.720 -3.493
H 2.395 2.234 -1.755
H -3.842 -0.523 -0.307
H 0.230 2.537 -2.520
H 3.209 -1.548 3.536
H 3.809 -2.770 2.376
H 0.777 -0.550 3.027
*
```

## Properties
total energy = -25029.5482 eV
HOMO level = -7.50 eV
Kohn-Sham gap = 6.462 eV
E_LUMO = -1.04 eV
SMILES = O=C1CC(=O)[C@@H]2C=Cc3c4ccccc4cc4ccc1c2c34

natural (NBO) atomic charge list, values in e, 8 entries: number 1, O, carries -0.5369; number 2, O, carries -0.5192; number 3, C, carries 0.5534; number 4, C, carries 0.6161; number 5, C, carries -0.2049; number 6, C, carries -0.1340; number 7, C, carries -0.1978; number 8, C, carries -0.1427